Computed, not measured: a gas-phase ion, C4H11N2 (charge +1) in a non-equilibrium geometry, with ωB97M-V/def2-TZVPD.

The geometry in XYZ format:
```
17
Properties=species:S:1:pos:R:3:forces:R:3
C 0.278653 -2.259596 -0.169413 0.47 0.07 0.74
C -0.981416 -1.366933 0.268527 0.57 -0.38 -1.12
C -1.149005 0.031987 -0.347370 -0.86 2.38 -0.70
N -0.420773 1.090829 0.488975 3.26 0.73 -2.72
C 0.680386 1.537836 -0.136817 -0.45 1.25 2.85
N 1.563125 2.496357 0.267944 -1.59 -1.22 1.44
H 1.224258 -1.664003 -0.013340 -0.76 -0.83 -0.22
H 0.339617 -3.199946 0.454543 -0.11 1.33 -0.13
H 0.296200 -2.741294 -1.191250 -0.48 1.31 0.72
H -1.047444 -1.187235 1.388251 -0.07 -0.81 -1.38
H -1.821278 -1.891260 -0.180256 -0.46 -0.30 0.84
H -2.221064 0.429217 -0.427132 1.24 -1.07 0.61
H -0.795399 0.319701 -1.425924 -0.41 -1.44 1.88
H -0.636945 1.628675 1.309339 -1.00 -0.53 0.51
H 0.859124 1.062359 -1.065732 0.48 0.02 -0.90
H 2.125259 2.830010 -0.482516 0.81 0.35 -0.05
H 1.706703 2.883295 1.262171 -0.64 -0.85 -2.38
```
Forces are in eV/Å.

Summary:
ΔE to the lowest compared entry with this formula, charge and spin = 171.1 kJ/mol
HOMO = -15.2 eV
structure (SMILES) = CCC/[NH+]=C/N
charge = +1